P) {
  "formula": "C20H23ClFN3O2",
  "method": "wB97M-V/def2-TZVPD",
  "species": ["C", "C", "N", "C", "C", "C", "C", "N", "C", "O", "C", "C", "C", "C", "N", "C", "O", "C", "C", "F", "C", "C", "C", "C", "Cl", "C", "C", "H", "H", "H", "H", "H", "H", "H", "H", "H", "H", "H", "H", "H", "H", "H", "H", "H", "H", "H", "H", "H", "H", "H"],
  "xyz": [[3.7830, 3.3683, 5.4859], [3.0495, 3.5611, 4.1602], [3.0483, 2.3562, 3.3546], [2.9989, 2.5783, 1.9256], [1.9115, 3.5301, 1.4013], [2.3040, 1.2354, 3.8741], [0.7586, 1.2886, 3.8051], [0.2402, 0.7674, 2.5640], [-0.3979, -0.4233, 2.4861], [-0.6770, -1.0902, 3.4655], [-0.7762, -0.8418, 1.1041], [-0.0453, -0.5019, -0.0299], [-0.4354, -0.9345, -1.2830], [-1.5762, -1.7197, -1.4226], [-2.0273, -2.1917, -2.6579], [-1.5462, -1.9103, -3.8990], [-0.6087, -1.1876, -4.1446], [-2.3151, -2.6067, -4.9928], [-3.6983, -2.4944, -5.1010], [-4.3742, -1.8142, -4.1498], [-4.4148, -3.0486, -6.1437], [-3.7293, -3.7509, -7.1203], [-2.3557, -3.8926, -7.0467], [-1.6543, -3.3182, -5.9956], [0.0500, -3.5223, -5.9127], [-2.3027, -2.0794, -0.2874], [-1.9016, -1.6495, 0.9583], [4.7379, 2.8802, 5.3109], [3.2044, 2.7666, 6.1814], [3.9622, 4.3365, 5.9467], [3.5817, 4.3227, 3.5854], [2.0343, 3.9420, 4.3617], [3.9721, 2.9863, 1.6234], [2.8959, 1.6003, 1.4490], [0.9237, 3.2687, 1.7717], [2.1195, 4.5531, 1.7052], [1.8944, 3.4980, 0.3142], [2.6329, 0.3368, 3.3422], [2.5922, 1.1166, 4.9190], [0.3418, 0.6543, 4.5904], [0.4066, 2.3136, 3.9548], [0.4455, 1.2700, 1.7166], [0.8609, 0.0818, 0.0497], [0.1395, -0.6678, -2.1535], [-2.8462, -2.7820, -2.5991], [-5.4848, -2.9227, -6.1788], [-4.2709, -4.1910, -7.9426], [-1.8175, -4.4433, -7.8008], [-3.1834, -2.6981, -0.3892], [-2.4507, -1.9301, 1.8441]],
  "mulliken_charge": [-1.474, -0.313, 0.222, -0.761, -1.126, -0.834, -0.887, -0.032, 0.481, -0.686, 0.486, -0.640, -0.738, 0.977, -0.104, 0.559, -0.592, -0.055, 0.533, -0.306, -0.737, -0.334, -0.681, 0.430, -0.198, -0.625, -0.959, 0.350, 0.348, 0.425, 0.445, 0.239, 0.379, 0.390, 0.309, 0.363, 0.368, 0.470, 0.245, 0.449, 0.332, 0.072, 0.423, 0.551, 0.189, 0.448, 0.375, 0.436, 0.343, 0.443],
  "smiles": "CCN(CC)CCNC(=O)c1ccc(NC(=O)c2c(F)cccc2Cl)cc1",
  "homo_ev": -8.123,
  "lumo_ev": 0.30,
  "charge": 0
}

Q) {
  "formula": "C20H23ClFN3O2",
  "method": "wB97M-V/def2-TZVPD",
  "species": ["C", "C", "N", "C", "C", "C", "C", "N", "C", "O", "C", "C", "C", "C", "N", "C", "O", "C", "C", "F", "C", "C", "C", "C", "Cl", "C", "C", "H", "H", "H", "H", "H", "H", "H", "H", "H", "H", "H", "H", "H", "H", "H", "H", "H", "H", "H", "H", "H", "H", "H"],
  "xyz": [[-5.3291, -0.5082, 0.6837], [-3.8134, -0.4129, 0.8965], [-3.0982, 0.6067, 0.1487], [-2.9669, 1.9023, 0.7757], [-4.2200, 2.7858, 0.8403], [-3.3509, 0.6422, -1.2742], [-2.8303, -0.6256, -1.9663], [-1.4511, -0.8783, -1.6285], [-1.0827, -1.9355, -0.8656], [-1.8506, -2.8283, -0.5575], [0.3482, -1.9428, -0.4434], [0.6722, -2.6164, 0.7315], [1.9726, -2.6552, 1.1864], [2.9845, -2.0230, 0.4669], [4.2941, -2.0742, 0.9554], [5.2640, -1.1229, 0.9190], [6.3754, -1.3308, 1.3497], [4.8585, 0.2216, 0.3829], [3.8730, 0.9665, 1.0229], [3.2253, 0.4245, 2.0716], [3.5373, 2.2461, 0.6245], [4.2113, 2.8079, -0.4465], [5.2013, 2.1001, -1.1044], [5.5253, 0.8178, -0.6855], [6.7367, -0.0747, -1.5225], [2.6755, -1.3959, -0.7375], [1.3675, -1.3489, -1.1804], [-5.7348, -1.2409, 1.3765], [-5.5625, -0.8367, -0.3261], [-5.8230, 0.4432, 0.8616], [-3.3725, -1.3826, 0.6454], [-3.6118, -0.2286, 1.9540], [-2.5961, 1.7363, 1.7912], [-2.1877, 2.4457, 0.2282], [-4.6588, 2.9044, -0.1477], [-4.9638, 2.3591, 1.5072], [-3.9510, 3.7696, 1.2176], [-4.4146, 0.7643, -1.5343], [-2.8114, 1.5042, -1.6805], [-3.3944, -1.5058, -1.6546], [-2.9292, -0.5074, -3.0512], [-0.8247, -0.0923, -1.6967], [-0.1201, -3.1030, 1.2792], [2.2138, -3.1670, 2.1063], [4.5372, -2.8922, 1.5018], [2.7665, 2.7814, 1.1548], [3.9642, 3.8071, -0.7692], [5.7282, 2.5337, -1.9387], [3.4595, -0.9625, -1.3385], [1.1575, -0.8780, -2.1297]],
  "mulliken_charge": [-1.137, -0.505, 0.378, -0.693, -1.080, -0.779, -1.212, -0.043, 0.474, -0.670, 0.448, -1.164, -0.600, 0.195, -0.065, -0.059, -0.614, -0.322, 1.174, -0.371, -0.747, -0.352, -0.742, 0.659, -0.193, -0.326, -0.409, 0.440, 0.273, 0.216, 0.123, 0.475, 0.413, 0.400, 0.294, 0.229, 0.431, 0.344, 0.507, 0.455, 0.362, 0.271, 0.449, 0.406, 0.260, 0.465, 0.393, 0.446, 0.557, 0.545],
  "smiles": "CCN(CC)CCNC(=O)c1ccc(NC(=O)c2c(F)cccc2Cl)cc1",
  "homo_ev": -8.252,
  "lumo_ev": 0.32,
  "charge": 0
}

If we sort the structures by their calculated energies, the order from most to least stable is Q), P).

P) {
  "formula": "C6H11N4",
  "method": "wB97M-V/def2-TZVPD",
  "species": ["H", "N", "C", "N", "C", "N", "C", "C", "C", "C", "N", "H", "H", "H", "H", "H", "H", "H", "H", "H", "H"],
  "xyz": [[1.1326, -0.9584, -2.1638], [0.7655, -0.5417, -1.3619], [1.6315, -0.2996, -0.3813], [2.9486, -0.4828, -0.5045], [0.9196, 0.1694, 0.9238], [-0.4524, 0.4686, 0.5419], [-0.8259, 1.8612, 0.6779], [-1.1046, -0.4598, -0.0411], [-2.5305, -0.2245, -0.6216], [-0.6382, -1.8586, 0.2505], [-0.2217, -2.8738, 0.5312], [3.7785, -0.3892, 0.1436], [3.2614, -1.0484, -1.3442], [0.8792, -0.5792, 1.7433], [1.3403, 1.0735, 1.3720], [-0.0002, 2.5577, 0.9201], [-1.2400, 2.2158, -0.2118], [-1.4676, 2.0275, 1.5082], [-2.5072, -0.1994, -1.6605], [-2.7167, 0.6826, -0.0643], [-2.9520, -1.1409, -0.2576]],
  "mulliken_charge": [0.164, -0.561, 0.710, -0.454, -1.064, 0.044, -1.169, 0.959, -1.071, 0.074, -0.375, 0.248, 0.230, 0.393, 0.502, 0.371, 0.497, 0.404, 0.312, 0.387, 0.400],
  "smiles": "[H]/N=C(\\N)C/[N+](C)=C(/C)C#N",
  "homo_ev": -13.643,
  "lumo_ev": -4.29,
  "charge": 1
}

Q) {
  "formula": "C6H11N4",
  "method": "wB97M-V/def2-TZVPD",
  "species": ["C", "N", "C", "N", "C", "C", "N", "C", "C", "N", "H", "H", "H", "H", "H", "H", "H", "H", "H", "H", "H"],
  "xyz": [[-1.2490, 0.6647, 1.9555], [-0.6299, 0.5226, 0.6803], [-0.2813, 1.4940, -0.0832], [0.1108, 1.4937, -1.4103], [1.3163, 0.8263, -1.8117], [1.7279, -0.2387, -0.8096], [0.5859, -1.1050, -0.7308], [-0.2596, -0.9136, 0.4253], [-0.0938, -0.9486, -1.9716], [0.1405, 0.3676, -2.3940], [-2.2756, 0.1962, 2.1446], [-0.5684, 0.3869, 2.8636], [-1.6892, 1.7178, 2.1158], [-0.3437, 2.5126, 0.3101], [2.1198, 1.2554, -2.3225], [2.6422, -0.6814, -1.3190], [1.8371, 0.0250, 0.2640], [0.0750, -1.3759, 1.3903], [-1.1843, -1.3524, -0.0098], [0.2719, -1.6799, -2.7580], [-1.2247, -1.2345, -1.9741]],
  "mulliken_charge": [-0.927, 0.037, 0.293, -0.228, -0.095, -0.569, -0.116, -0.636, -0.506, -0.223, 0.340, 0.344, 0.322, 0.420, 0.483, 0.313, 0.363, 0.424, 0.367, 0.258, 0.337],
  "smiles": "CN1C=[N+]2[C@H]3CN(C1)CN32",
  "homo_ev": -13.603,
  "lumo_ev": -4.56,
  "charge": 1
}

R) {
  "formula": "C6H11N4",
  "method": "wB97M-V/def2-TZVPD",
  "species": ["C", "C", "C", "C", "C", "C", "N", "N", "N", "N", "H", "H", "H", "H", "H", "H", "H", "H", "H", "H", "H"],
  "xyz": [[-0.0423, -1.1009, 0.6423], [0.2424, 0.3108, 0.7047], [-1.0372, -1.6472, -0.3273], [-1.5317, 0.5754, -0.7440], [1.5943, 1.5697, 2.4966], [-0.3731, -0.5953, -2.5349], [0.7456, -1.7225, 1.5159], [1.3655, -0.7576, 2.1395], [1.1738, 0.4421, 1.6263], [-1.1893, -0.5508, -1.3340], [-0.8786, -2.7661, -0.6853], [-1.9534, -1.6039, 0.2659], [-2.3316, 0.5654, 0.0002], [-1.4048, 1.5119, -1.2666], [1.6416, 2.5615, 1.9011], [0.9838, 1.5875, 3.3868], [2.5643, 1.2252, 2.8834], [-0.8234, -1.5059, -3.1534], [-0.5442, 0.3413, -3.0305], [0.6954, -0.7404, -2.2615], [2.1192, -0.9084, 2.7670]],
  "mulliken_charge": [0.379, -0.261, -0.675, -0.285, -0.683, -0.784, -0.688, 0.063, 0.441, 0.112, 0.346, 0.307, 0.305, 0.334, 0.314, 0.346, 0.263, 0.281, 0.354, 0.312, 0.220],
  "homo_ev": -12.982,
  "lumo_ev": -3.53,
  "charge": 1
}

If we sort the structures by their calculated energies, the order from most to least stable is P), R), Q).